DFT (the ωB97M-V functional and the def2-TZVPD basis) results for a structure of composition C33H32FN5O4PtS2 at a distorted geometry.

Each line ends with the Mulliken charge.
Geometry (Å):
Pt1 -0.2566 -0.0635 0.2544  0.7105
C1 0.6996 3.7704 1.9867  -1.5893
C2 0.0334 2.4883 1.5971  1.3038
N1 0.5080 1.7677 0.6234  0.4098
N2 1.6075 2.1972 -0.0078  -0.9822
C3 2.3278 1.3594 -0.6583  0.2752
S1 2.1384 -0.3345 -0.7816  -0.3644
S2 3.7037 2.1052 -1.5015  -0.1821
C4 2.7571 2.7063 -2.9673  -1.2531
C5 2.4881 1.5310 -3.8428  0.5475
C6 1.3080 0.8112 -3.7128  -0.3352
C7 1.1313 -0.3706 -4.4081  0.1246
C8 2.1241 -0.8363 -5.2503  -0.6440
C9 3.2866 -0.1029 -5.4169  -0.4546
C10 3.4737 1.0680 -4.7094  -0.7048
C11 -1.1055 1.9602 2.3244  0.2359
C12 -2.1332 2.7684 2.8018  -0.7357
C13 -3.2307 2.2180 3.4363  -0.6453
C14 -3.2959 0.8429 3.6367  -0.3860
C15 -2.2629 0.0246 3.2384  -0.7286
C16 -1.1349 0.5428 2.5652  0.5904
O1 -0.1008 -0.2136 2.3012  -0.9112
H1 1.7798 3.6346 1.9419  0.4306
H2 0.4408 4.5602 1.2803  0.2904
H3 0.4033 4.0733 2.9866  0.4323
H4 1.8576 3.1864 -2.5827  0.4069
H5 3.4091 3.4368 -3.4427  0.5371
H6 0.5272 1.1630 -3.0554  0.4080
H7 0.2198 -0.9300 -4.2669  0.2500
H8 1.9964 -1.7742 -5.7702  0.3807
H9 4.0579 -0.4519 -6.0886  0.3584
H10 4.3951 1.6234 -4.8168  0.3706
H11 -2.0727 3.8363 2.6397  0.4278
H12 -4.0333 2.8530 3.7824  0.3737
H13 -4.1578 0.4105 4.1279  0.3654
H14 -2.2913 -1.0369 3.4390  0.4136
F1 0.8573 -6.5817 0.4669  -0.3555
C17 0.1772 -5.9424 -0.5366  0.4181
C18 -0.0473 -4.5935 -0.3882  -0.5526
C19 -0.7383 -3.8651 -1.3775  0.3422
C20 -1.0669 -2.4878 -1.1634  1.5960
O2 -0.9430 -1.9828 0.0134  -0.8275
C21 -1.6094 -1.7946 -2.2951  0.0806
C22 -1.9673 -2.4919 -3.4048  -0.4337
N3 -1.8023 -3.8511 -3.5412  0.4146
C23 -2.4306 -4.5348 -4.6277  -0.2342
C24 -2.4596 -3.9332 -5.9991  -0.9677
C25 -1.6141 -5.1404 -5.7427  -0.4966
C26 -1.1467 -4.5532 -2.5459  -0.4915
C27 -0.9082 -5.9121 -2.6670  -0.8195
C28 -0.2533 -6.6470 -1.6501  -1.2474
N4 -0.1022 -8.0592 -1.8601  0.1838
C29 -1.3271 -8.7916 -2.1583  -0.5068
C30 -0.9262 -9.9592 -3.0884  -0.7706
N5 0.5359 -10.1218 -2.9113  -0.1057
C31 0.8492 -10.2376 -1.4683  -0.6989
C32 0.6640 -8.8189 -0.8857  -0.7792
C33 -1.8186 -0.2877 -2.3464  0.1471
O3 -2.6358 0.1492 -3.1452  -0.7577
O4 -1.0780 0.4602 -1.6179  -0.6484
H15 0.2878 -4.0778 0.4955  0.7332
H16 -2.4358 -1.9756 -4.2279  0.7133
H17 -3.3164 -5.0957 -4.3282  0.4122
H18 -1.9639 -2.9904 -6.1601  0.3147
H19 -3.3618 -4.0504 -6.5791  0.2641
H20 -0.5436 -5.0148 -5.7077  0.2583
H21 -1.9315 -6.0885 -6.1554  0.2848
H22 -1.2295 -6.4284 -3.5554  0.8612
H23 -2.0364 -8.1371 -2.6586  0.4924
H24 -1.8037 -9.1703 -1.2415  0.2907
H25 -1.1249 -9.7244 -4.1362  0.4293
H26 -1.4377 -10.8837 -2.8199  0.3554
H27 0.9095 -9.1823 -3.1630  0.3842
H28 0.9293 -10.8684 -3.4854  0.3016
H29 1.8711 -10.5910 -1.3364  0.3644
H30 0.1629 -10.9571 -1.0208  0.3024
H31 1.6341 -8.3436 -0.7440  0.5114
H32 0.1687 -8.8805 0.0934  0.5109

Summary:
**E_HOMO (alpha / beta)**: -4.6 / -4.6 eV
**F_max**: 2.4 eV/A
**Orbital gap (alpha / beta)**: 2.74 / 2.74 eV
**Relative energy (zero: lowest compared OMol25 entry of this formula, charge and spin)**: 2.293 eV